# 1
Here is 9 unconnected molecules or ions with the total composition C30H50O16 at a distorted geometry from the OMol25 dataset. Energies are from wB97M-V/def2-TZVPD.

Geometry (Å):
O -0.49 1.23 1.89
C -0.24 0.53 0.98
C -0.20 0.77 -0.56
C -0.04 -0.65 -1.09
C 0.66 -1.38 0.00
O 0.17 -0.81 1.21
H -1.12 1.33 -0.72
H 0.59 1.45 -0.76
H -1.04 -1.08 -1.21
H 0.47 -0.67 -2.07
H 0.32 -2.46 0.10
H 1.71 -1.28 0.14
O -0.82 -1.64 -5.11
C -1.70 -1.54 -4.32
C -2.35 -0.31 -3.80
C -3.59 -0.81 -3.00
C -3.47 -2.29 -2.99
O -2.29 -2.66 -3.80
H -1.66 0.27 -3.16
H -2.50 0.35 -4.67
H -3.51 -0.45 -1.98
H -4.49 -0.40 -3.34
H -3.28 -2.79 -2.04
H -4.35 -2.79 -3.34
O 0.49 4.46 2.34
C -0.55 4.01 2.76
C -0.77 3.45 4.12
C -2.31 3.34 4.26
C -2.70 3.30 2.77
O -1.64 3.90 2.03
H -0.35 2.45 4.13
H -0.32 4.07 4.92
H -2.59 2.47 4.83
H -2.65 4.25 4.72
H -2.97 2.38 2.31
H -3.51 4.05 2.72
O -3.37 0.37 0.57
C -3.43 -0.42 1.46
C -3.32 -1.94 1.40
C -2.98 -2.39 2.86
C -3.48 -1.15 3.70
O -3.41 -0.06 2.75
H -4.28 -2.36 1.12
H -2.61 -2.19 0.61
H -3.61 -3.30 2.97
H -1.96 -2.65 2.93
H -4.48 -1.20 4.16
H -2.70 -0.85 4.41
O 3.19 -5.88 -5.67
C 2.60 -5.41 -4.74
C 2.58 -5.75 -3.25
C 1.37 -5.01 -2.71
C 1.24 -3.81 -3.68
O 1.60 -4.47 -4.92
H 2.63 -6.84 -3.11
H 3.47 -5.37 -2.82
H 0.49 -5.56 -2.84
H 1.43 -4.78 -1.67
H 0.27 -3.23 -3.81
H 2.01 -3.08 -3.46
O 2.67 0.77 0.92
C 2.80 1.95 1.10
C 2.38 3.05 0.18
C 3.12 4.30 0.73
C 3.59 3.82 2.14
O 3.44 2.42 2.16
H 2.47 2.81 -0.85
H 1.30 3.10 0.46
H 3.94 4.58 0.10
H 2.59 5.25 0.76
H 4.60 4.18 2.36
H 2.96 4.17 2.96
O -0.69 0.27 5.03
C 0.27 -0.31 4.53
C 1.60 0.25 4.17
C 2.40 -1.00 4.16
C 1.41 -2.13 3.73
O 0.17 -1.64 4.28
H 1.46 0.61 3.14
H 1.98 0.96 4.88
H 3.26 -0.79 3.52
H 2.84 -1.24 5.14
H 1.35 -2.17 2.65
H 1.66 -3.13 4.16
C 2.56 0.16 -4.53
O 1.19 0.26 -4.14
H 2.78 0.82 -5.45
H 3.21 0.41 -3.68
H 2.77 -0.87 -4.78
H 0.69 -0.25 -4.78
C 0.40 4.12 -3.29
O 1.05 2.97 -2.91
H 1.18 4.91 -3.20
H 0.14 4.19 -4.34
H -0.37 4.33 -2.59
H 0.69 2.13 -3.30

Properties
F_max ... 3.797 eV/Å
Electronic energy ... -64680.9185 eV
HOMO ... -0.357 Eh
LUMO energy ... 0.357 eV
Total charge ... 0
Frontier orbital gap ... 10.1 eV

Atomic partial charges in e from the Mulliken method, atoms 1 to 6: atom 1 (O): -0.449, atom 2 (C): 0.186, atom 3 (C): 0.369, atom 4 (C): 1.184, atom 5 (C): -1.253, atom 6 (O): 0.485

# 2
Here is C30H50O2 in the gas phase from the OMol25 dataset. Energies are from wB97M-V/def2-TZVPD.

Geometry (Å):
C 0.97 -1.23 5.37
C 0.15 -1.85 4.54
C 0.44 -3.25 4.07
C -1.12 -1.21 4.08
C -2.36 -1.88 4.74
C -3.36 -2.19 3.62
C -2.95 -1.23 2.49
C -3.52 0.16 2.83
O -4.92 0.16 2.99
C -3.36 -1.65 1.08
C -2.68 -0.78 0.02
C -1.14 -0.68 0.14
C -0.60 -2.06 -0.26
C -0.75 -0.35 1.61
C 0.77 -0.30 1.77
C 1.40 0.71 0.81
C 0.98 0.46 -0.64
C 1.79 1.31 -1.68
C 1.68 2.83 -1.43
C 3.28 0.92 -1.54
C 4.14 1.41 -2.70
C 3.63 0.91 -4.05
O 4.49 1.29 -5.10
C 2.15 1.32 -4.30
C 2.05 2.82 -4.61
C 1.70 0.57 -5.56
C 1.32 0.85 -3.08
C -0.18 1.09 -3.24
C -0.96 0.23 -2.25
C -0.57 0.48 -0.78
C -1.16 1.84 -0.40
C -1.42 -1.32 2.57
H 1.88 -1.69 5.74
H 0.78 -0.22 5.71
H 1.18 -3.72 4.72
H -0.46 -3.85 4.05
H 0.85 -3.23 3.06
H -1.09 -0.15 4.36
H -2.80 -1.20 5.47
H -2.07 -2.78 5.28
H -4.39 -2.03 3.94
H -3.26 -3.22 3.29
H -3.25 0.90 2.06
H -3.13 0.51 3.79
H -5.33 -0.16 2.18
H -4.45 -1.58 0.94
H -3.11 -2.70 0.93
H -3.13 0.21 0.06
H -2.92 -1.20 -0.96
H -1.09 -2.84 0.32
H -0.81 -2.27 -1.30
H 0.47 -2.17 -0.10
H -1.13 0.65 1.85
H 1.20 -1.28 1.61
H 1.01 -0.01 2.80
H 1.12 1.71 1.13
H 2.48 0.63 0.91
H 1.29 -0.56 -0.88
H 0.92 3.29 -2.05
H 1.45 3.03 -0.39
H 2.62 3.32 -1.64
H 3.69 1.32 -0.62
H 3.36 -0.17 -1.50
H 4.19 2.50 -2.71
H 5.17 1.04 -2.57
H 3.67 -0.19 -4.05
H 4.53 2.25 -5.10
H 1.00 3.12 -4.66
H 2.49 3.02 -5.58
H 2.54 3.44 -3.87
H 1.53 -0.48 -5.34
H 0.79 1.00 -5.98
H 2.48 0.64 -6.31
H 1.45 -0.24 -3.07
H -0.43 2.15 -3.11
H -0.50 0.81 -4.24
H -0.78 -0.80 -2.52
H -2.02 0.43 -2.37
H -0.85 2.18 0.59
H -2.24 1.82 -0.42
H -0.84 2.60 -1.11
H -1.15 -2.34 2.28

Properties
F_max ... 0.551 eV/Å
Electronic energy ... -36017.7865 eV
HOMO ... -0.332 Eh
LUMO energy ... 0.612 eV
Total charge ... 0
Frontier orbital gap ... 9.6 eV

Atomic partial charges in e from the natural (NBO) method, atoms 1 to 6: atom 1 (C): -0.422, atom 2 (C): 0.069, atom 3 (C): -0.659, atom 4 (C): -0.265, atom 5 (C): -0.401, atom 6 (C): -0.402

# 3
Here is a molecular structure, C30H51CeNP2 at a distorted geometry from the OMol25 dataset. Energies are from wB97M-V/def2-TZVPD.

Geometry (Å):
Ce 1.31 -0.04 1.70
C 0.40 1.91 3.26
C -0.74 1.09 3.43
C 1.09 -0.13 4.17
C 1.56 1.20 3.76
C -0.33 -0.16 3.95
C 0.43 3.32 2.73
H -0.51 3.57 2.25
H 1.25 3.46 2.01
H 0.60 4.04 3.55
C 2.97 1.61 3.48
H 3.02 2.48 2.81
H 3.54 0.80 2.98
H 3.50 1.85 4.40
C 1.91 -1.33 4.48
H 2.37 -1.25 5.48
H 2.73 -1.46 3.76
H 1.32 -2.25 4.45
C -1.23 -1.29 4.35
H -1.39 -1.30 5.44
H -0.80 -2.27 4.09
H -2.21 -1.20 3.88
C -2.16 1.51 3.21
H -2.61 1.82 4.17
H -2.77 0.68 2.82
H -2.23 2.36 2.52
C -1.86 1.68 -5.20
C -2.63 2.57 -4.57
C -4.13 2.57 -4.47
C -4.83 1.22 -4.71
C -4.39 0.13 -3.77
C -3.36 -0.71 -3.88
C -2.39 -0.81 -5.02
C -2.28 0.43 -5.93
H -4.56 3.30 -5.17
H -4.77 0.94 -5.76
H -4.41 2.93 -3.46
H -3.19 0.55 -6.53
H -0.78 1.86 -5.27
H -2.16 3.48 -4.15
H -1.47 0.22 -6.64
H -1.39 -1.02 -4.60
H -3.23 -1.49 -3.11
H -2.64 -1.67 -5.65
H -5.90 1.39 -4.49
H -5.07 0.03 -2.90
P -0.12 1.05 -0.55
P -0.56 -1.98 0.67
C -0.68 -0.32 -1.64
C -0.34 -1.74 -1.12
H -0.25 -0.14 -2.64
H -1.76 -0.22 -1.78
H -0.91 -2.49 -1.66
H 0.71 -1.96 -1.35
C 0.23 -3.59 1.13
H 0.03 -3.81 2.19
H 1.33 -3.52 1.01
H -0.12 -4.44 0.52
C -2.37 -2.24 0.86
H -2.78 -2.93 0.10
H -2.88 -1.26 0.76
H -2.62 -2.65 1.87
C 1.38 1.84 -1.30
H 1.78 2.60 -0.61
H 1.14 2.33 -2.25
H 2.19 1.12 -1.49
C -1.41 2.35 -0.57
H -2.28 2.00 0.02
H -1.76 2.60 -1.60
H -1.04 3.29 -0.10
C 3.06 -1.56 -1.43
C 3.86 -1.51 -0.19
C 5.18 -2.00 -0.20
C 5.69 -1.86 1.09
C 4.69 -1.30 1.89
C 5.02 -1.03 3.31
N 3.54 -1.08 1.11
H 3.78 -1.52 -2.26
H 2.36 -0.72 -1.60
H 2.54 -2.52 -1.53
H 5.65 -2.38 -1.10
H 6.67 -2.11 1.51
H 5.29 -1.99 3.78
H 5.92 -0.38 3.32
H 4.28 -0.54 3.96

Properties
F_max ... 2.685 eV/Å
Electronic energy ... -64917.5093 eV
HOMO (alpha / beta) ... -0.446 / -0.446 Eh
LUMO energy (alpha / beta) ... -7.825 / -7.827 eV
Total charge ... +2
Frontier orbital gap (alpha / beta) ... 4.3 / 4.3 eV

Atomic partial charges in e from the Mulliken method, atoms 1 to 6: atom 1 (Ce): -0.619, atom 2 (C): 0.481, atom 3 (C): 0.506, atom 4 (C): 0.797, atom 5 (C): 0.696, atom 6 (C): 0.611

Question: Look up the total charge of the third one.
Answer: +2

Question: Number 2 is which compound?
Answer: C30H50O2